1.
C22H53B2ClIN6O8P2S2 | ωB97M-V/def2-TZVPD

## Properties
- LUMO: -4.611 eV
- Charge: +1

Each line ends with the Löwdin charge.
Geometry (Å):
1 C -0.57576 -0.15759 -5.46824  -0.176
2 C 0.75525 0.27783 -4.60200  -0.533
3 S 0.43965 0.11320 -2.72449  0.754
4 C 1.73900 -1.07820 -1.97913  -0.430
5 N 2.65653 -0.32401 -1.06373  -0.061
6 C 2.59342 -0.74880 0.38152  -0.035
7 N 1.48907 -0.53892 1.21999  -0.081
8 O 1.51646 -0.90728 2.54141  0.040
9 C 0.21719 0.12087 0.74737  -0.005
10 B -0.77385 0.37725 2.05030  -0.405
11 O -1.90973 -0.55028 2.35752  0.041
12 O -0.52366 1.57043 2.88159  0.060
13 N 3.77693 -1.38463 1.14487  -0.015
14 C 4.96663 -0.46294 1.02749  -1.004
15 S 4.84716 0.83092 2.43005  0.742
16 I 6.88687 -1.52353 1.44347  0.869
17 C 5.02563 0.42388 -0.35969  -0.234
18 B 4.81382 2.03392 -0.12142  -0.576
19 O 5.95856 2.98516 0.01385  0.052
20 O 3.44770 2.62358 0.00628  -0.016
21 C 4.08172 -0.21218 -1.58662  -0.465
22 C 4.79315 -1.67860 -1.90613  -0.173
23 C 4.93457 -2.05623 -3.48463  -0.237
24 C 5.26534 -3.69611 -3.53290  -0.196
25 C 3.98571 -4.61121 -3.98935  -0.211
26 C 2.59356 -4.33127 -3.17187  -0.224
27 C 1.58739 -5.66129 -3.09025  -0.139
28 C 0.31612 -5.20998 -2.10510  -0.212
29 O -0.95825 -5.07675 -2.85600  -0.255
30 C -1.95556 -4.30421 -2.10251  -0.138
31 P 4.22877 0.79727 -3.22690  0.723
32 O 5.92218 1.32996 -3.29884  -0.349
33 Cl 2.99347 2.52022 -3.24267  0.259
34 H -1.23387 0.80934 -5.57984  0.086
35 H -0.24238 -0.52568 -6.52876  0.088
36 H -1.16268 -0.95532 -4.83532  0.067
37 H 1.71485 -0.36519 -4.89780  0.079
38 H 0.96086 1.41620 -4.87621  0.061
39 H 2.22184 -1.58137 -2.91297  0.070
40 H 1.10546 -1.86264 -1.35083  0.095
41 H 1.52894 -1.91911 2.48163  0.183
42 H 0.39010 1.06616 0.07981  0.147
43 H -0.36473 -0.67561 0.07305  0.139
44 H -1.52631 -1.44208 2.62532  0.120
45 H -0.54004 1.30387 3.84552  0.130
46 H 3.96194 -2.35188 0.80743  0.111
47 H 3.59769 0.74457 3.06106  -0.086
48 H 6.14192 0.29046 -0.76323  0.120
49 H 6.67074 2.79362 -0.66815  0.116
50 H 3.16278 2.67548 0.96895  0.100
51 H 5.88881 -1.76680 -1.44043  0.102
52 H 4.14562 -2.48391 -1.35759  0.097
53 H 5.84319 -1.52282 -4.03064  0.120
54 H 3.98027 -1.92151 -4.14211  0.085
55 H 6.14819 -3.86780 -4.28630  0.116
56 H 5.60659 -4.06187 -2.44941  0.122
57 H 4.28186 -5.74302 -3.74904  0.122
58 H 3.79791 -4.57499 -5.14418  0.124
59 H 1.97804 -3.54429 -3.82164  0.121
60 H 2.73737 -3.99315 -2.05572  0.094
61 H 1.11015 -5.88381 -4.13740  0.129
62 H 2.14738 -6.58810 -2.61088  0.124
63 H 0.11712 -5.98467 -1.24560  0.130
64 H 0.53197 -4.16708 -1.56767  0.096
65 H -2.07223 -3.17860 -2.48368  0.099
66 H -1.78692 -4.26635 -0.94214  0.089
67 H -3.03185 -4.79728 -2.25195  0.113
68 H 6.09576 1.51824 -4.27084  0.077
69 O -7.54649 3.55562 2.69231  -0.253
70 P -6.02267 3.31840 2.83106  0.762
71 N -6.17125 2.21169 4.08505  -0.341
72 C -6.28988 2.45134 5.50647  -0.130
73 C -6.72468 0.90472 3.73805  -0.114
74 N -5.67166 4.93065 3.26136  -0.341
75 C -5.96120 5.48770 4.57363  -0.137
76 C -6.15040 5.89350 2.25420  -0.148
77 N -4.27093 3.04570 2.99055  -0.331
78 C -3.76571 2.12462 1.97483  -0.154
79 C -3.47083 2.95825 4.19808  -0.111
80 H -5.86908 1.60909 6.06263  0.088
81 H -7.33343 2.58355 5.80931  0.091
82 H -5.72429 3.30967 5.85560  0.047
83 H -5.91294 0.20652 3.51352  0.070
84 H -7.37108 0.96269 2.85664  0.071
85 H -7.33040 0.46742 4.54060  0.087
86 H -6.95409 5.20388 4.93356  0.085
87 H -5.90600 6.58385 4.57936  0.087
88 H -5.20602 5.18488 5.30031  0.053
89 H -7.22293 6.09675 2.35511  0.079
90 H -5.98092 5.50616 1.24055  0.072
91 H -5.60105 6.83781 2.32613  0.080
92 H -3.94159 1.08223 2.25812  0.063
93 H -2.69384 2.26813 1.80114  0.059
94 H -4.26629 2.30391 1.01735  0.079
95 H -3.54723 1.97687 4.67730  0.085
96 H -3.72239 3.72609 4.92905  0.065
97 H -2.41209 3.12479 3.96245  0.081

Forces on the atoms, in the same order (eV/Å):
C 0.32 0.43 0.82
C 0.39 0.18 -1.39
S 0.71 -0.56 -0.77
C -2.25 -0.35 -0.71
N 0.79 -2.04 2.67
C -0.02 0.02 0.90
N 2.32 0.88 -4.62
O -0.02 -2.22 -0.68
C -1.59 -0.81 -1.29
B -1.26 0.85 2.18
O 3.91 0.65 0.10
O 0.05 -3.70 -0.76
N -1.22 1.55 -2.02
C -0.86 1.08 -0.04
S -0.27 -0.12 0.31
I -1.30 0.39 -0.37
C 1.50 -0.93 -1.55
B -0.20 2.95 1.45
O -1.94 -2.82 -2.08
O 2.29 -1.50 1.47
C 2.57 -0.13 3.07
C 0.02 -0.18 -0.57
C 0.58 -1.94 -0.35
C -0.09 0.06 0.04
C 0.30 -1.19 0.74
C -0.78 -0.65 -1.08
C -0.64 1.18 0.69
C -0.13 -0.02 0.52
O 0.69 0.99 1.81
C -1.64 0.45 0.15
P 0.74 0.28 -1.89
O -2.43 -0.36 -0.17
Cl 1.21 -0.62 0.87
H 1.17 -2.06 0.15
H -0.79 0.58 2.12
H 1.10 1.43 -1.65
H -2.08 1.38 0.73
H -0.14 -2.53 0.96
H -0.38 0.81 2.19
H 1.51 1.52 -1.51
H 0.15 1.75 0.67
H 0.18 -1.76 1.35
H 1.35 1.70 1.25
H -0.92 1.47 -0.72
H -0.53 0.59 -1.45
H -0.08 1.08 -0.08
H 0.94 -0.56 -1.05
H -2.46 0.32 0.77
H -1.10 0.14 1.39
H 0.69 0.04 -1.82
H -2.51 0.46 -0.99
H 1.11 1.37 -1.24
H -2.06 -0.82 1.42
H 1.69 0.06 1.40
H -1.72 0.18 1.55
H -0.62 0.81 -2.36
H -0.53 2.40 -0.60
H 0.31 0.15 2.21
H 1.20 -1.36 1.79
H -0.04 -0.42 -2.27
H 1.14 0.19 2.04
H -1.22 1.94 -1.20
H 0.57 1.30 -1.58
H -0.22 -2.01 -1.18
H 0.61 -2.37 0.66
H 0.01 -0.26 -2.15
H 2.50 0.92 0.19
H -0.42 -0.35 1.62
O 1.10 -1.42 -3.26
P -1.55 2.75 6.26
N -0.50 -1.73 2.01
C -0.24 0.41 0.25
C 0.16 -0.10 -0.64
N 0.32 2.54 0.09
C -0.04 -0.25 0.41
C 0.07 -0.33 -0.40
N 2.21 -1.07 -4.86
C -0.06 0.12 0.11
C -0.77 0.09 0.26
H -0.10 -0.19 -0.13
H -0.05 0.02 0.20
H -0.08 0.10 -0.22
H 0.00 -0.24 0.01
H -0.01 0.02 0.11
H 0.15 0.31 -0.04
H -0.11 0.08 0.19
H -0.06 -0.24 -0.42
H -0.12 -0.13 0.11
H 0.02 -0.03 -0.08
H -0.06 0.05 0.14
H 0.03 -0.19 0.17
H 0.16 -0.28 -0.12
H -0.04 0.03 0.11
H -0.06 -0.01 0.03
H -0.11 -0.17 0.16
H -0.20 -0.05 -0.11
H -0.25 0.03 -0.42



2.
C35H44N2O2P3Tb | ωB97M-V/def2-TZVPD

## Properties
- Multiplicity: 7
- LUMO (spin up / spin down): 0.374 / 0.379 eV
- Charge: 0

Each line ends with the Löwdin charge.
Geometry (Å):
1 C -0.27824 3.48556 -3.37051  -0.058
2 C -0.38705 2.14757 -2.90717  -0.389
3 N 0.61614 1.62034 -2.09241  -0.043
4 C 1.49539 2.47341 -1.52436  -0.367
5 C 1.48406 3.83733 -1.78352  -0.080
6 C 0.60886 4.35528 -2.75191  -0.073
7 C -1.55861 1.43242 -3.26503  -0.307
8 P -1.95945 -0.26520 -2.68248  0.749
9 Tb 0.27533 -0.58043 -1.06338  1.034
10 P 2.97741 0.15566 -0.68129  0.797
11 C 2.46875 1.96798 -0.48411  -0.268
12 C 0.48266 -3.08871 -1.33515  -0.324
13 C -0.58317 -3.70777 -0.70142  -0.205
14 C -0.53524 -5.10612 -0.46734  -0.111
15 C 0.56152 -5.84927 -0.91557  -0.123
16 C 1.61351 -5.21525 -1.58392  -0.106
17 C 1.56250 -3.81609 -1.80693  -0.173
18 O -0.44515 0.82048 -6.54676  -0.045
19 O 0.91678 -2.51559 -5.68127  -0.035
20 H -0.96846 3.81600 -4.14401  0.108
21 H 2.16762 4.48256 -1.23694  0.099
22 H 0.61607 5.39986 -2.99515  0.096
23 C -3.46058 0.26572 -1.83331  -0.294
24 C -2.56275 -1.38349 -4.02255  -0.260
25 H 3.41234 2.53368 -0.50620  0.090
26 H 2.04747 2.05610 0.52986  0.067
27 H -0.62533 0.76938 -5.61047  -0.021
28 H -2.07709 1.81402 -4.15343  0.060
29 C 3.49001 -0.27983 0.99613  -0.264
30 C 4.56283 0.31756 -1.57178  -0.262
31 H -1.45377 -3.12638 -0.36540  0.075
32 H -1.36217 -5.58697 0.06262  0.092
33 H 0.58930 -6.92375 -0.73655  0.092
34 H 2.46778 -5.80162 -1.93919  0.093
35 H 2.39163 -3.33620 -2.33901  0.069
36 H 1.47495 -1.07911 -2.59462  -0.034
37 H 0.24222 -3.01654 -5.21648  0.030
38 H 0.64893 -1.62639 -5.58446  -0.021
39 H 0.48881 1.01691 -6.51060  0.033
40 H 2.16328 -0.95801 -2.45297  0.005
41 H -4.18818 0.57694 -2.58713  0.048
42 H -3.85913 -0.52101 -1.19172  0.038
43 H -3.19981 1.13266 -1.22059  0.022
44 H -3.38741 -0.92684 -4.58634  0.046
45 H -1.76715 -1.67959 -4.72415  0.021
46 H -2.93055 -2.30385 -3.53973  0.044
47 H 5.28781 0.83559 -0.92217  0.048
48 H 4.92872 -0.69509 -1.81145  0.049
49 H 4.41810 0.88257 -2.50859  0.056
50 H 4.39533 0.27662 1.26431  0.049
51 H 2.69282 -0.06181 1.71307  0.014
52 H 3.69425 -1.35749 1.01750  0.051
53 N -0.20522 -0.03264 0.77043  -0.450
54 P -0.63888 0.36842 2.20212  0.744
55 C 0.50980 1.53365 2.93618  -0.279
56 C 0.45940 2.88846 2.57689  -0.076
57 C 1.44207 3.76666 3.03641  -0.076
58 C 2.46812 3.30649 3.86396  -0.081
59 C 2.50316 1.96461 4.24571  -0.076
60 C 1.53072 1.07640 3.78243  -0.093
61 C -2.27330 1.09052 2.22784  -0.269
62 C -3.27666 0.55560 3.04250  -0.071
63 C -4.52518 1.17635 3.10697  -0.074
64 C -4.79632 2.29673 2.31800  -0.078
65 C -3.81832 2.78824 1.44563  -0.073
66 C -2.56875 2.16858 1.37531  -0.102
67 C -0.60839 -1.06309 3.26676  -0.314
68 C -0.22886 -2.31528 2.75593  -0.055
69 C -0.14304 -3.41283 3.61332  -0.064
70 C -0.44201 -3.26625 4.97441  -0.075
71 C -0.82446 -2.01579 5.47891  -0.075
72 C -0.89844 -0.90890 4.62825  -0.116
73 H -0.34953 3.25890 1.95257  0.092
74 H 1.39442 4.81795 2.74931  0.108
75 H 3.23530 3.99762 4.22299  0.106
76 H 3.28688 1.59785 4.90813  0.107
77 H 1.55878 0.03238 4.09437  0.108
78 H -3.08500 -0.33401 3.63595  0.094
79 H -5.28643 0.78033 3.78086  0.106
80 H -5.76733 2.78989 2.38120  0.105
81 H -4.02160 3.66063 0.82219  0.110
82 H -1.82843 2.52257 0.65671  0.102
83 H 0.00495 -2.41575 1.69759  0.073
84 H 0.16101 -4.38540 3.21469  0.110
85 H -0.37301 -4.12226 5.64477  0.103
86 H -1.06387 -1.89391 6.53586  0.105
87 H -1.18545 0.06353 5.02082  0.116

Forces on the atoms, in the same order (eV/Å):
C 0.88 1.41 0.45
C -0.63 -1.15 -0.26
N -0.38 0.30 -0.01
C -0.20 1.06 -0.04
C 0.47 -0.29 0.45
C -0.90 -1.45 -0.60
C 1.39 -1.24 -0.87
P 0.09 1.81 -0.86
Tb -0.11 -1.14 -0.89
P -0.10 1.46 0.76
C 0.67 -0.91 0.09
C -0.08 2.36 -0.31
C 0.29 -1.73 0.28
C -0.31 0.71 -0.10
C -0.08 0.25 0.10
C 0.04 0.59 -0.27
C 0.14 -1.82 0.40
O 0.14 -0.21 -0.14
O 0.46 -1.44 -0.11
H 0.11 0.03 0.26
H -0.07 -0.11 -0.18
H 0.06 0.33 -0.18
C -0.65 -0.47 0.39
C -0.09 0.00 0.00
H -0.38 0.13 0.03
H -0.01 -0.03 -0.31
H -0.68 0.07 0.80
H -0.21 0.04 0.55
C 0.48 -0.08 0.27
C 0.11 -0.22 -0.15
H 0.21 -0.25 0.03
H 0.26 -0.03 -0.19
H 0.04 0.22 -0.05
H -0.30 0.16 0.12
H -0.23 -0.15 0.16
H -0.54 -0.95 -2.04
H 0.02 -0.19 0.11
H -0.46 1.65 0.00
H 0.53 0.20 -0.47
H 1.04 0.15 -0.21
H -0.12 -0.01 0.16
H -0.30 0.02 0.00
H -0.02 -0.24 -0.09
H 0.21 -0.08 0.09
H -0.21 0.26 0.30
H 0.09 0.31 -0.13
H -0.18 -0.16 -0.34
H 0.02 0.44 0.02
H 0.07 -0.25 0.38
H -0.10 -0.14 0.18
H 0.08 -0.04 -0.23
H 0.04 0.21 0.10
N -0.44 0.81 1.77
P 0.39 -0.69 -1.12
C 0.24 0.48 0.63
C 0.35 -0.07 0.31
C -0.09 -0.05 -0.06
C -0.03 -0.06 0.01
C -0.06 -0.02 -0.12
C 0.03 0.39 -0.02
C -0.72 0.09 0.12
C -0.18 0.51 0.00
C -0.07 0.04 -0.19
C 0.23 -0.04 0.08
C 0.11 -0.22 0.04
C -0.29 0.06 0.30
C -0.12 -0.39 0.83
C -0.12 0.30 0.35
C -0.05 0.02 0.21
C -0.01 0.31 -0.25
C 0.03 0.05 -0.15
C 0.12 -0.85 0.09
H 0.24 -0.03 0.11
H 0.05 -0.28 0.09
H -0.28 -0.23 -0.12
H -0.16 0.13 -0.16
H 0.03 0.26 -0.12
H -0.06 0.23 -0.07
H 0.16 0.10 -0.25
H 0.27 -0.15 -0.02
H 0.01 -0.31 0.12
H -0.15 -0.10 0.18
H -0.06 0.03 0.21
H -0.13 0.36 0.15
H -0.03 0.19 -0.17
H 0.09 -0.10 -0.26
H 0.08 -0.11 -0.01



| no. | electronic energy (eV) |
| --- | --- |
| 1 | -111200.908 |
| 2 | -94383.614 |